1.
Entry from the OMol25 dataset: C24H37IrN2O10S2Si as an isolated structure (ωB97M-V with the def2-TZVPD basis set).

```
77
Properties=species:S:1:pos:R:3:forces:R:3
Ir -1.004 -0.811 0.555 0.2 -0.3 -0.2
O -6.277 0.938 -1.108 0.0 0.0 0.0
C -5.796 1.756 -0.189 0.1 0.1 -0.1
O -6.391 2.713 0.221 0.0 0.0 0.1
C -4.418 1.476 0.333 0.0 -0.1 0.0
C -3.804 2.264 1.286 0.0 0.0 0.0
N -2.591 1.743 1.533 0.0 0.0 0.0
N -2.383 0.661 0.776 -0.1 0.0 0.0
C -3.481 0.477 0.050 0.0 0.0 0.1
C -3.455 -0.711 -0.853 -0.1 0.1 -0.1
O -4.386 -0.983 -1.574 0.0 0.0 0.0
O -2.338 -1.392 -0.799 0.0 0.0 0.2
H -5.658 0.212 -1.352 0.0 0.0 0.0
H -4.168 3.146 1.786 0.0 0.0 0.0
H -1.866 2.101 2.132 0.0 0.0 0.0
C -4.720 -6.718 -1.934 0.0 0.0 0.0
C -3.813 -5.863 -1.097 0.0 0.0 0.0
C -4.327 -5.028 -0.110 0.0 0.0 0.0
C -3.493 -4.246 0.671 0.0 0.0 0.0
C -2.126 -4.310 0.452 0.0 0.0 0.0
C -1.579 -5.136 -0.522 0.0 0.0 0.0
C -2.431 -5.904 -1.291 0.0 0.0 0.0
S -1.049 -3.359 1.439 -0.1 -0.1 0.1
O -1.840 -2.173 1.954 0.0 0.1 0.0
O -0.402 -4.136 2.432 0.0 0.0 0.0
O -0.075 -2.655 0.489 0.0 0.1 -0.1
H -5.756 -6.395 -1.855 0.0 0.0 0.0
H -4.666 -7.759 -1.608 0.0 0.0 0.0
H -4.427 -6.688 -2.983 0.0 0.0 0.0
H -5.397 -4.981 0.046 0.0 0.0 0.0
H -3.898 -3.592 1.431 0.0 0.0 0.0
H -0.509 -5.167 -0.684 0.0 0.0 0.0
H -2.020 -6.545 -2.061 0.0 0.0 0.0
C 1.021 4.891 -1.866 0.0 0.0 0.0
C 1.197 4.042 -0.620 0.0 0.0 0.0
C 2.210 4.655 0.334 0.0 0.0 0.0
C -0.139 3.803 0.069 -0.1 0.0 0.0
O 1.716 2.769 -1.083 0.0 -0.1 0.0
Si 1.860 1.306 -0.442 0.0 0.1 0.1
S 0.058 0.218 -1.131 -0.1 0.0 0.0
O 1.830 1.413 1.180 0.1 0.0 -0.1
C 2.003 0.500 2.269 -0.1 0.1 0.2
C 2.445 1.329 3.467 0.1 0.0 -0.1
C 0.634 -0.106 2.546 -0.4 -0.3 -0.3
C 2.999 -0.602 1.944 0.0 0.1 0.0
O 3.003 0.429 -1.120 0.0 -0.1 0.1
C 4.343 0.717 -1.630 0.0 0.1 -0.1
C 5.111 -0.586 -1.515 0.1 0.0 0.0
C 4.187 1.149 -3.080 0.0 0.0 0.0
C 4.974 1.819 -0.793 0.0 0.0 0.0
H 0.636 5.875 -1.602 0.0 0.0 0.0
H 0.324 4.415 -2.556 0.0 0.0 0.0
H 1.977 5.018 -2.374 0.0 0.0 0.0
H 1.864 5.633 0.671 0.0 0.0 0.0
H 3.168 4.790 -0.169 0.0 0.0 0.0
H 2.355 4.019 1.207 0.0 0.0 0.0
H -0.581 4.754 0.369 0.0 0.0 0.0
H 0.006 3.191 0.963 0.0 0.0 0.0
H -0.832 3.304 -0.613 0.0 0.0 0.0
H 1.726 2.123 3.670 0.0 0.0 0.0
H 3.413 1.784 3.255 0.0 0.0 0.0
H 2.544 0.705 4.355 0.0 0.0 0.0
H -0.151 0.634 2.661 0.1 0.1 0.2
H 0.605 -0.826 3.362 0.0 0.1 0.1
H 0.492 -0.783 1.655 0.1 -0.1 -0.1
H 3.982 -0.177 1.745 0.0 0.0 0.0
H 2.686 -1.179 1.072 0.0 0.0 0.0
H 3.086 -1.282 2.792 0.0 0.0 0.0
H 4.583 -1.382 -2.041 0.0 0.0 0.0
H 5.238 -0.881 -0.472 0.0 0.0 0.0
H 6.099 -0.472 -1.962 0.0 0.0 0.0
H 3.708 0.360 -3.659 0.0 0.0 0.0
H 5.164 1.355 -3.519 0.0 0.0 0.0
H 3.580 2.052 -3.145 0.0 0.0 0.0
H 5.011 1.538 0.260 0.0 0.0 0.1
H 4.415 2.752 -0.895 0.0 0.0 0.0
H 5.996 2.000 -1.126 0.0 0.0 0.0
```
Forces are in eV/Å.

## Properties
spin multiplicity: 2
energy above the lowest of the compared OMol25 structures with the same formula, charge and spin: 24.03 kJ/mol
charge: +1

2.
Entry from the OMol25 dataset: C24H37N2OTc as an isolated structure at a distorted geometry (ωB97M-V with the def2-TZVPD basis set).

```
65
Properties=species:S:1:pos:R:3:forces:R:3
Tc 0.291 0.221 0.020 0.5 -1.4 -1.2
C -3.600 -0.660 -1.961 0.0 0.0 0.0
C -2.906 -0.148 -0.732 -0.1 -0.4 0.2
C -2.820 -0.939 0.414 0.0 0.1 -0.4
C -2.202 -0.478 1.574 0.4 0.2 0.2
C -2.167 -1.329 2.810 0.0 0.0 -0.1
C -1.616 0.788 1.560 -0.6 0.2 0.4
C -1.721 1.631 0.433 -0.3 0.3 0.3
C -1.343 3.087 0.523 0.1 0.0 0.0
C -2.371 1.138 -0.702 0.6 0.2 0.0
H -4.678 -0.514 -1.869 0.0 0.0 0.0
H -3.420 -1.727 -2.096 0.0 0.0 0.0
H -3.259 -0.131 -2.849 0.0 0.0 0.0
H -3.261 -1.930 0.406 0.0 0.0 0.0
H -3.150 -1.329 3.285 0.0 0.0 0.0
H -1.443 -0.953 3.532 0.0 0.0 0.0
H -1.917 -2.361 2.566 0.0 0.0 0.0
H -1.184 1.185 2.473 0.1 0.0 0.0
H -2.214 3.659 0.846 0.0 0.0 0.0
H -1.028 3.476 -0.444 0.0 0.0 0.0
H -0.542 3.252 1.243 0.0 0.0 0.0
H -2.475 1.781 -1.569 0.0 0.0 0.0
C 0.015 -0.658 -4.053 0.1 0.1 -0.1
O -0.174 -0.283 -2.679 0.0 0.1 -0.3
C 0.833 -0.253 -1.803 -0.5 0.0 1.5
C 2.194 -0.603 -2.312 0.0 0.0 0.1
H -0.886 -0.348 -4.574 0.0 0.0 0.0
H 0.127 -1.739 -4.141 0.0 0.0 0.0
H 0.876 -0.155 -4.489 0.0 0.0 0.0
H 2.180 -1.470 -2.977 0.0 0.0 0.0
H 2.855 -0.801 -1.473 0.0 0.0 0.0
H 2.610 0.248 -2.861 0.0 0.0 0.0
C 4.119 -2.424 1.429 -0.1 -0.1 0.0
C 3.013 -3.238 2.095 0.2 0.2 0.0
N 2.014 -3.683 1.123 -0.1 0.0 0.0
C 2.115 -5.078 0.692 -0.2 -0.2 0.2
C 1.358 -6.022 1.623 0.1 0.1 -0.1
C 1.064 -2.850 0.675 0.1 -0.2 -0.2
C 0.180 -3.304 -0.454 0.1 0.0 0.0
N 0.865 -1.655 1.156 0.2 1.3 -0.5
H 4.876 -2.145 2.161 0.0 0.0 0.0
H 3.717 -1.513 0.983 0.0 0.0 0.0
H 4.600 -3.012 0.645 0.0 0.0 0.0
H 2.543 -2.659 2.892 0.0 -0.1 0.1
H 3.431 -4.125 2.566 -0.1 0.0 0.0
H 3.171 -5.346 0.673 0.0 0.1 0.0
H 1.741 -5.184 -0.323 0.1 0.1 0.0
H 1.725 -5.934 2.646 0.0 0.0 0.0
H 1.489 -7.054 1.298 0.0 0.0 0.0
H 0.291 -5.794 1.622 0.0 0.0 0.0
H -0.406 -4.181 -0.176 0.0 0.0 0.0
H 0.776 -3.557 -1.333 0.0 0.0 0.0
H -0.500 -2.497 -0.711 0.0 0.0 0.0
H 1.465 -1.430 1.941 0.0 -0.1 0.0
C 3.902 3.353 1.018 0.0 0.0 0.0
C 3.143 3.547 -0.128 0.0 0.0 0.0
C 2.155 2.636 -0.474 -0.1 -0.1 -0.1
C 1.879 1.519 0.323 -0.5 -0.4 0.3
C 2.661 1.348 1.473 0.0 0.0 -0.1
C 3.663 2.245 1.818 0.0 0.0 0.0
H 4.676 4.060 1.286 0.0 0.0 0.0
H 3.326 4.410 -0.756 0.0 0.0 0.0
H 1.586 2.801 -1.385 0.0 0.0 0.0
H 2.484 0.495 2.123 0.0 0.0 0.0
H 4.255 2.081 2.710 0.0 0.0 0.0
```
Forces are in eV/Å.

## Properties
spin multiplicity: 2
energy above the lowest of the compared OMol25 structures with the same formula, charge and spin: 171.15 kJ/mol
charge: +1

3.
Entry from the OMol25 dataset: one molecule with the formula C24H37N3O5S (ωB97M-V with the def2-TZVPD basis set).

```
70
Properties=species:S:1:pos:R:3:forces:R:3
C -3.849 -1.264 -2.914 0.1 -0.1 0.1
C -3.135 -1.687 -1.630 0.0 0.3 -0.1
C -4.129 -1.652 -0.471 0.1 -0.1 0.0
C -1.869 -0.810 -1.469 -0.4 -0.3 -0.3
C -2.124 0.683 -1.162 0.3 -0.3 -0.3
O -3.201 1.157 -0.860 -0.4 0.1 0.1
N -1.015 1.419 -1.339 0.4 0.3 -0.1
C -1.012 2.854 -1.200 0.1 0.1 0.4
C -0.327 3.314 0.101 -0.6 0.1 -0.2
C -0.175 4.851 0.132 0.0 -0.2 0.1
C 1.341 5.080 0.042 0.1 -0.2 0.0
C 1.875 3.702 -0.360 0.2 0.3 -0.1
O 0.979 2.777 0.217 0.0 -0.2 0.1
N -0.891 -1.341 -0.531 -0.1 0.1 0.1
C 0.261 -1.929 -0.893 -0.1 -0.2 -0.1
O 1.121 -2.268 -0.088 -0.1 -0.3 0.0
C 0.563 -2.220 -2.369 -0.3 0.2 0.1
N 1.995 -2.167 -2.572 0.4 0.7 0.1
S 2.631 -0.648 -2.186 0.6 -0.1 -0.7
O 1.521 0.277 -2.165 0.0 -0.2 0.3
O 3.677 -0.385 -3.128 0.1 -0.2 0.2
C 3.386 -0.755 -0.569 -0.2 0.1 -0.4
C 3.030 0.143 0.414 -0.1 0.1 -0.1
C 3.642 0.054 1.655 0.0 0.0 -0.1
C 4.599 -0.919 1.888 0.0 0.0 0.1
C 4.962 -1.801 0.881 0.0 -0.1 -0.1
C 4.355 -1.717 -0.360 0.1 -0.1 0.0
C -1.167 -1.129 0.897 0.4 -0.3 0.3
C -0.140 -0.226 1.583 -0.2 0.2 0.1
C -0.600 0.063 3.008 0.2 -0.2 0.0
C -0.738 -1.237 3.795 -0.3 0.2 0.0
C -1.708 -2.184 3.094 0.2 -0.1 0.0
C -1.251 -2.452 1.663 -0.3 0.1 0.1
H -3.188 -1.329 -3.776 0.1 0.0 -0.1
H -4.200 -0.240 -2.818 -0.1 0.1 0.0
H -4.708 -1.906 -3.095 -0.1 0.0 -0.1
H -2.776 -2.718 -1.752 0.0 0.1 0.0
H -3.723 -2.106 0.427 0.0 -0.1 0.2
H -5.020 -2.210 -0.751 -0.1 -0.1 0.0
H -4.419 -0.627 -0.258 -0.1 0.0 0.1
H -1.407 -0.791 -2.458 0.0 0.0 0.2
H -0.123 0.984 -1.560 -0.2 -0.1 0.1
H -0.489 3.283 -2.059 -0.1 0.1 0.0
H -2.052 3.189 -1.193 0.1 0.1 -0.1
H -0.897 2.931 0.953 0.0 0.0 -0.1
H -0.588 5.268 1.049 0.0 0.0 0.0
H -0.697 5.298 -0.712 -0.1 0.0 0.0
H 1.607 5.847 -0.681 0.0 0.1 0.0
H 1.743 5.363 1.015 0.0 0.0 0.0
H 2.870 3.487 0.034 0.0 0.0 -0.1
H 1.896 3.586 -1.452 0.0 0.0 0.0
H 0.145 -1.496 -3.062 -0.2 -0.2 0.1
H 0.202 -3.220 -2.626 0.0 0.1 0.0
H 2.471 -2.870 -2.022 0.1 -0.1 0.1
H 2.282 0.891 0.207 -0.2 0.1 0.1
H 3.364 0.744 2.437 0.0 0.1 0.1
H 5.069 -0.991 2.858 0.0 0.0 0.1
H 5.715 -2.553 1.064 0.1 -0.1 0.0
H 4.631 -2.380 -1.166 0.1 -0.1 0.0
H -2.137 -0.630 0.940 0.0 0.0 0.0
H -0.023 0.702 1.026 0.1 0.0 0.0
H 0.824 -0.734 1.606 0.0 0.0 0.0
H 0.121 0.720 3.498 0.0 0.1 0.0
H -1.563 0.579 2.986 -0.1 0.1 0.0
H 0.240 -1.717 3.868 0.1 0.0 0.1
H -1.089 -1.028 4.808 0.1 0.0 0.0
H -1.771 -3.126 3.642 -0.1 0.0 0.0
H -2.706 -1.737 3.081 -0.1 0.0 0.0
H -0.266 -2.918 1.672 0.0 0.0 0.0
H -1.943 -3.135 1.165 0.0 0.0 -0.1
```
Forces are in eV/Å.

## Properties
energy above the lowest of the compared OMol25 structures with the same formula, charge and spin: 13.81 kJ/mol
SMILES: CC(C)[C@@H](C(=O)NC[C@@H]1CCCO1)N(C(=O)CNS(=O)(=O)c1ccccc1)C1CCCCC1

The lowest energy above the lowest of the compared OMol25 structures with the same formula, charge and spin belongs to which entry? C24H37N3O5S

What is the formula in the second record? C24H37N2OTc